Entry 1:
Below is the molecule C20H27N3O2, with properties calculated with wB97M-V/def2-TZVPD.

Output
- Net charge: 0
- Kohn-Sham gap: 0.3510 hartree
- F_max: 1.5 eV/A
- SMILES string: C=C(C)CN(CC)C(=O)CCc1nnc(CCCc2ccccc2)o1

```
52
Properties=species:S:1:pos:R:3:forces:R:3
C 6.0193 1.7360 -0.7069 0.05 0.00 -0.06
C 5.1766 0.9743 -0.0292 -0.09 -0.14 0.03
C 5.1562 0.9112 1.4664 0.06 0.07 -0.09
H 5.4548 -0.0814 1.8043 -0.01 -0.09 0.09
H 5.8365 1.6409 1.8961 0.04 0.03 0.08
H 4.1510 1.1052 1.8384 -0.06 0.01 0.11
C 4.1545 0.1044 -0.7272 0.25 0.00 -0.04
N 2.8053 0.4795 -0.3603 0.04 0.22 -0.13
C 1.9517 -0.2367 0.3989 0.45 -0.26 0.01
O 0.8418 0.1876 0.6742 -0.37 0.10 0.18
C 2.4126 -1.6038 0.8954 -0.38 -0.02 0.11
H 3.2630 -1.5006 1.5705 0.08 -0.02 -0.08
H 2.6941 -2.2166 0.0379 0.14 0.03 0.05
C 1.2484 -2.2894 1.6144 -0.01 0.17 0.02
C 0.1010 -2.3761 0.6775 0.07 -0.36 -0.42
N 0.1468 -2.7015 -0.5726 1.24 -0.09 0.80
N -1.1106 -2.5862 -1.0557 -1.36 0.25 -0.32
C -1.8592 -2.1982 -0.0774 0.12 -0.20 -0.39
O -1.1490 -2.0587 1.0656 -0.01 0.04 0.17
C -3.3096 -1.8950 -0.1021 -0.14 -0.03 0.03
H -3.8698 -2.8272 0.0162 0.00 0.07 0.09
H -3.5346 -1.2485 0.7486 -0.05 -0.07 -0.01
C -3.7129 -1.2201 -1.4147 0.19 0.04 0.05
H -3.4705 -1.8888 -2.2413 -0.09 -0.01 -0.03
H -4.7917 -1.0538 -1.4015 -0.01 -0.05 -0.04
C -2.9876 0.1151 -1.6255 -0.16 -0.10 -0.01
C -3.2736 1.0887 -0.5165 0.07 0.06 -0.11
C -4.5184 1.7017 -0.4290 0.01 -0.01 0.01
C -4.8051 2.5758 0.6036 -0.12 0.03 0.00
C -3.8474 2.8498 1.5658 0.00 0.08 0.11
C -2.6041 2.2473 1.4848 0.01 0.05 0.11
C -2.3176 1.3718 0.4510 -0.01 -0.03 -0.05
H -1.3422 0.9109 0.4008 0.13 -0.07 -0.03
H -1.8500 2.4571 2.2295 0.07 0.02 0.06
H -4.0702 3.5328 2.3731 -0.01 0.05 0.05
H -5.7769 3.0460 0.6576 -0.06 0.04 0.00
H -5.2676 1.4949 -1.1811 -0.08 -0.02 -0.09
H -3.3126 0.5376 -2.5794 0.08 0.00 -0.01
H -1.9149 -0.0724 -1.6861 0.02 0.05 -0.08
H 1.5453 -3.2902 1.9361 -0.01 0.07 0.04
H 0.9329 -1.7103 2.4828 0.06 -0.08 -0.01
C 2.3334 1.7436 -0.9050 -0.31 0.19 -0.06
C 1.6588 1.5500 -2.2593 0.10 0.02 0.24
H 1.2853 2.5016 -2.6269 -0.04 0.10 -0.10
H 2.3560 1.1433 -2.9885 0.05 -0.03 -0.12
H 0.8229 0.8627 -2.1576 -0.10 -0.06 -0.01
H 1.6119 2.1602 -0.1984 0.19 0.03 -0.08
H 3.1873 2.4201 -0.9865 -0.06 -0.03 0.05
H 4.3326 -0.9393 -0.4680 -0.03 0.02 -0.06
H 4.2635 0.2078 -1.8116 0.03 -0.09 0.06
H 6.7527 2.3503 -0.2128 0.14 0.12 0.17
H 6.0210 1.7683 -1.7835 -0.07 -0.04 -0.25
```
Forces are in eV/Å.

natural (NBO) atomic charge list, values in e, 4 entries: atom 1 (C): -0.395, atom 2 (C): 0.018, atom 3 (C): -0.651, atom 4 (H): 0.214

=====

Entry 2:
Below is a cluster of 7 separate species, CH16O7 in total, with properties calculated with wB97M-V/def2-TZVPD.

Output
- Net charge: 0
- Kohn-Sham gap: 0.2832 hartree
- F_max: 5.6 eV/A

```
24
Properties=species:S:1:pos:R:3:forces:R:3
O 0.1748 0.4687 1.5545 0.19 4.44 -3.48
H 0.6168 -0.1063 0.9091 1.42 -1.85 -2.32
H -0.4634 0.9043 0.7720 0.44 -0.84 2.26
H -0.2358 -0.0938 2.1470 -2.58 -2.09 2.15
C 1.9072 -1.7524 -0.1558 -0.98 1.58 -0.89
O 0.7848 -0.9810 -0.6634 0.46 0.85 2.08
H 2.2678 -1.3388 0.8798 -0.99 -1.58 -0.88
H 2.8748 -1.5544 -0.7022 -0.94 -0.57 -0.20
H 1.4471 -2.7681 -0.3585 1.78 0.39 1.31
O 0.4784 0.7424 -2.6350 -1.87 -0.23 2.13
H -0.4908 0.8169 -2.6264 0.03 0.51 -1.41
H 0.3802 0.1994 -1.7627 2.33 -0.35 -0.97
O -1.3563 1.5960 -0.4467 1.35 -3.70 3.28
H -0.7276 2.0879 -0.8661 2.10 2.41 -2.40
H -2.2331 1.7941 -0.5568 -3.12 1.41 -0.59
O -1.5209 -1.3811 2.4963 0.61 0.04 0.27
H -1.1864 -2.2364 2.2656 1.44 -0.77 -0.30
H -2.4178 -1.6537 2.4499 -1.95 0.66 0.08
O -2.7561 -0.9699 -0.8142 2.37 1.21 -0.11
H -1.9673 -1.5462 -0.8397 -0.60 -0.78 0.03
H -2.1463 -0.1759 -0.8768 -1.51 -0.68 0.09
O 2.1931 2.7189 0.4126 1.01 -0.42 -0.95
H 2.8083 2.4482 -0.2929 1.38 -0.29 1.12
H 1.5685 2.7812 -0.2895 -2.37 0.64 -0.29
```
Forces are in eV/Å.

natural (NBO) atomic charge list, values in e, 4 entries: atom 1 (O): -0.819, atom 2 (H): 0.556, atom 3 (H): 0.563, atom 4 (H): 0.538

=====

Entry 3:
Below is a cluster of 3 separate species, C4H14NOS in total, with properties calculated with wB97M-V/def2-TZVPD.

Output
- Net charge: +1
- Kohn-Sham gap: 0.2203 hartree
- F_max: 6.3 eV/A

```
21
Properties=species:S:1:pos:R:3:forces:R:3
C -0.5168 0.8845 1.5097 0.36 0.99 0.67
C 0.2648 0.4910 0.2488 -5.02 -3.07 2.37
C 0.8276 -0.9153 0.4113 1.82 -2.00 -0.05
C 1.8643 -1.1010 -0.7363 0.24 -0.67 0.70
S 2.8202 0.3770 -0.9553 2.04 0.02 -0.43
N -0.5694 0.4563 -0.9659 2.85 2.36 -0.64
H -1.3488 0.2467 1.8782 0.89 -0.35 -0.70
H -1.0117 1.8603 1.4683 0.53 0.16 -0.26
H 0.3101 0.9563 2.2363 -0.67 -0.01 0.79
H 1.4097 1.0661 0.0832 1.41 1.27 0.87
H 1.2481 -1.2187 1.4331 -0.21 1.17 -1.25
H 0.1598 -1.7971 0.2201 -0.55 1.49 0.12
H 1.3926 -1.2243 -1.7027 -0.42 0.03 -0.04
H 2.4970 -1.9834 -0.6017 -0.05 0.26 0.12
H 1.6383 1.5246 1.2105 -1.99 -1.02 -2.23
H -1.5132 0.1188 -0.8106 -0.25 -0.02 0.45
H 3.6197 0.3053 0.1836 -0.68 0.09 -0.75
H -0.5819 1.3979 -1.3922 -0.51 -0.76 0.17
H -4.3079 -0.9500 -1.8538 -0.01 -0.11 -0.15
H -4.4145 0.0386 -0.7015 0.06 -0.12 -0.08
O -3.7881 -0.5334 -1.1630 0.14 0.32 0.31
```
Forces are in eV/Å.

natural (NBO) atomic charge list, values in e, 4 entries: atom 1 (C): -0.649, atom 2 (C): 0.164, atom 3 (C): -0.499, atom 4 (C): -0.546

=====

Entry 4:
Below is the molecule CH3F, with properties calculated with wB97M-V/def2-TZVPD.

Output
- Net charge: 0
- Kohn-Sham gap: 0.4924 hartree
- F_max: 6.8 eV/A
- SMILES string: CF

```
5
Properties=species:S:1:pos:R:3:forces:R:3
C 0.0662 -0.1112 -0.1369 6.26 -2.59 -0.26
F 0.6431 -1.1309 -1.3040 -0.95 2.75 2.74
H -0.8877 -0.4127 -0.2330 -3.24 -0.84 0.60
H 0.7575 -0.3332 0.8259 -2.20 0.07 -2.31
H 0.2659 0.8944 -0.4157 0.13 0.61 -0.77
```
Forces are in eV/Å.

natural (NBO) atomic charge list, values in e, 4 entries: atom 1 (C): -0.106, atom 2 (F): -0.452, atom 3 (H): 0.184, atom 4 (H): 0.195

=====

Entry 5:
Below is a cluster of 2 separate species, C4H8Cl2NO3S in total, with properties calculated with wB97M-V/def2-TZVPD.

Output
- Net charge: -1
- Multiplicity: 3
- Kohn-Sham gap (alpha / beta): 0.1907 / 0.1715 hartree
- F_max: 10.1 eV/A
- Expectation value of S²: 2.012

```
19
Properties=species:S:1:pos:R:3:forces:R:3
C 2.3274 0.9724 0.2006 -2.86 1.30 -1.14
C 0.2534 -0.3810 1.1307 1.67 3.89 -1.87
C 0.9751 0.2743 -0.1194 -2.27 -0.37 -2.61
C 1.1386 -0.7463 -1.3400 -7.76 5.95 2.39
N 2.2081 -1.3511 -1.4140 6.95 -4.57 -1.61
O -3.3938 0.0058 -2.1638 0.61 0.57 -0.09
O -2.8146 -2.0920 -1.0707 0.36 -0.59 0.75
O -2.5810 -1.9215 -3.5346 -1.00 0.84 1.97
S -3.2409 -1.4321 -2.2734 -1.37 -0.44 -2.41
Cl 2.5107 -2.5341 -2.6106 0.35 -0.40 0.12
Cl -0.2847 -0.9852 -2.3340 1.64 -0.03 0.36
H 3.0550 0.2479 0.2888 1.98 -1.30 -0.11
H 2.4475 1.7312 -0.5808 0.72 -0.54 -0.20
H 2.3191 1.5699 1.0867 -0.36 0.14 0.97
H 0.4311 -1.3601 1.2551 1.25 -3.52 0.48
H 0.7030 0.2511 1.8602 -0.13 -0.04 1.55
H -0.7793 -0.2849 1.1188 -1.95 0.54 -0.28
H 0.2286 0.9943 -0.6993 1.47 -0.97 1.85
H -4.5863 -1.7493 -2.4108 0.69 -0.45 -0.12
```
Forces are in eV/Å.

natural (NBO) atomic charge list, values in e, 4 entries: atom 1 (C): -0.624, atom 2 (C): -0.603, atom 3 (C): -0.213, atom 4 (C): 0.008

=====

Entry 6:
Below is a cluster of 3 separate species, C20H52N9O3P2 in total, with properties calculated with wB97M-V/def2-TZVPD.

Output
- Net charge: +1
- Kohn-Sham gap: 0.2492 hartree
- F_max: 8.1 eV/A

```
86
Properties=species:S:1:pos:R:3:forces:R:3
C 6.2207 1.3430 1.7179 0.42 -0.67 1.52
O 6.7561 2.5044 0.9898 -2.57 -1.30 -0.44
C 5.8398 2.9669 -0.0704 0.42 0.95 -1.47
C 5.1959 4.4292 0.2981 0.15 0.04 0.23
C 4.1717 4.4208 1.5919 0.29 0.99 0.70
C 2.6129 4.7901 1.2066 0.25 -0.12 -0.14
C 1.7535 3.5502 0.5645 -2.30 -1.50 -1.64
N 0.4575 3.8602 -0.1901 3.30 -6.33 1.32
C -0.0756 2.5124 -0.6767 2.56 -2.23 1.25
C 0.8992 1.2661 -0.2096 -2.20 7.77 -0.38
N 1.9634 2.0519 0.5580 -3.64 1.92 -2.12
N 3.0210 1.3733 1.1430 0.70 -0.17 0.61
H 5.8094 0.4799 1.0380 0.89 1.75 0.98
H 7.1137 0.9064 2.3707 -1.84 0.98 -1.60
H 5.3731 1.6159 2.5049 1.67 -0.33 -1.77
H 5.0327 2.1719 -0.3961 1.55 1.53 1.02
H 6.5213 3.1345 -1.0361 -1.43 -0.33 2.09
H 4.6307 4.9112 -0.6250 1.19 -1.21 1.72
H 6.1063 5.1618 0.5361 -2.01 -1.72 -0.46
H 4.2238 3.4511 2.2462 -0.07 1.86 -1.52
H 4.5456 5.3075 2.2985 -1.04 -1.93 -1.48
H 2.0242 5.2392 2.1427 1.21 -1.29 -2.02
H 2.6612 5.6600 0.3952 -0.34 -2.03 1.57
H 0.0443 4.8144 -0.3206 0.64 -1.50 0.19
H -1.0649 2.3465 -1.3242 2.42 0.64 1.52
H 0.7966 0.1179 -0.4222 0.52 2.63 0.75
H 2.8097 1.0461 2.1122 -0.09 0.12 -1.31
H 3.3917 0.6058 0.5335 -0.85 1.08 0.83
O 1.5986 -1.4890 2.5807 3.18 -1.97 -0.36
P 1.1694 -2.6874 3.4622 -6.47 2.85 1.39
N -0.2199 -3.0199 2.5472 -1.17 -1.40 -1.44
C -1.3744 -2.1700 2.4104 -0.23 0.57 0.25
C 0.0606 -3.6658 1.2585 0.29 -0.25 0.36
N 0.8811 -1.7128 4.8366 1.39 1.25 1.06
C -0.4037 -1.3342 5.3941 -0.15 -0.76 0.46
C 1.8175 -0.6008 5.0449 0.22 -0.27 -0.21
N 0.6760 -4.0651 4.4755 2.24 0.11 0.07
C -0.5897 -4.7778 4.5233 -0.09 -0.99 -1.06
C 1.5176 -4.3538 5.6323 0.52 -0.20 -0.07
H -2.2432 -2.7674 2.1079 0.22 -0.07 -0.18
H -1.2292 -1.3719 1.6731 -0.06 0.12 -0.09
H -1.6878 -1.7113 3.3447 0.27 0.05 0.01
H 0.6021 -4.6049 1.4211 0.09 0.07 -0.04
H 0.6736 -3.0252 0.6174 0.01 0.04 -0.15
H -0.8553 -3.9248 0.7138 0.03 0.15 0.31
H -0.8479 -0.4934 4.8481 -0.01 0.01 -0.05
H -0.2941 -1.0222 6.4392 0.17 0.01 -0.11
H -1.1141 -2.1605 5.4219 0.05 0.01 -0.22
H 1.5488 0.2662 4.4345 0.00 0.20 -0.06
H 2.8381 -0.9004 4.7864 -0.21 0.10 -0.06
H 1.8448 -0.2917 6.0961 -0.25 -0.18 -0.08
H -1.4106 -4.1525 4.8788 0.06 0.23 -0.13
H -0.5429 -5.6451 5.1928 0.37 0.24 0.04
H -0.8603 -5.1945 3.5487 -0.08 0.21 0.19
H 1.1061 -3.9094 6.5441 -0.05 -0.01 -0.04
H 2.5294 -3.9604 5.4852 -0.22 0.03 0.10
H 1.6269 -5.4333 5.7879 -0.04 0.12 -0.05
O -2.1303 0.6305 -2.9998 -2.18 0.89 3.16
P -3.4977 0.2639 -3.6267 2.96 -1.87 -6.39
N -3.0314 -1.3195 -4.0181 -0.25 -2.25 0.37
C -2.0215 -1.6999 -4.9718 0.48 0.27 -0.47
C -2.9677 -2.2211 -2.8607 -0.44 0.27 0.06
N -3.3290 1.3774 -4.9127 0.17 2.10 0.15
C -3.0424 1.0800 -6.3035 -0.81 -0.22 -0.27
C -2.6921 2.6573 -4.5764 -0.02 -0.13 0.31
N -5.0697 -0.1575 -4.3475 -0.43 1.50 1.63
C -5.4384 -1.2941 -5.1748 -0.26 -1.17 0.80
C -6.0702 0.9043 -4.3884 -0.23 0.17 0.46
H -2.1935 -2.7306 -5.3055 -0.02 0.00 0.30
H -1.0060 -1.6326 -4.5645 0.11 -0.02 -0.03
H -2.0538 -1.1209 -5.8912 -0.02 0.19 0.19
H -3.9435 -2.2596 -2.3628 0.03 0.07 0.07
H -2.2260 -1.8809 -2.1317 0.11 -0.06 0.08
H -2.7235 -3.2510 -3.1473 -0.04 0.29 -0.21
H -1.9719 0.9068 -6.4662 0.01 -0.03 0.03
H -3.3381 1.9174 -6.9460 0.03 0.05 0.19
H -3.6061 0.2262 -6.6795 0.11 -0.09 0.17
H -1.6017 2.5711 -4.5727 0.14 0.07 0.03
H -3.0131 3.0017 -3.5881 0.13 -0.11 -0.13
H -2.9770 3.4446 -5.2837 -0.08 -0.29 -0.10
H -4.9344 -1.2899 -6.1430 0.24 0.08 0.08
H -6.5152 -1.3144 -5.3814 0.10 0.38 0.19
H -5.2342 -2.2457 -4.6751 0.10 0.17 -0.22
H -6.0834 1.4006 -5.3639 0.02 -0.06 -0.01
H -5.8672 1.6598 -3.6215 0.03 -0.06 -0.23
H -7.0738 0.5161 -4.1797 0.12 0.00 -0.03
```
Forces are in eV/Å.

Löwdin atomic charge list, values in e, 4 entries: atom 1 (C): -0.137, atom 2 (O): -0.233, atom 3 (C): -0.221, atom 4 (C): -0.160

=====

Please write out number 2 again, unchanged.
Below is a cluster of 7 separate species, CH16O7 in total, with properties calculated with wB97M-V/def2-TZVPD.

Output
- Net charge: 0
- Kohn-Sham gap: 0.2832 hartree
- F_max: 5.6 eV/A

```
24
Properties=species:S:1:pos:R:3:forces:R:3
O 0.1748 0.4687 1.5545 0.19 4.44 -3.48
H 0.6168 -0.1063 0.9091 1.42 -1.85 -2.32
H -0.4634 0.9043 0.7720 0.44 -0.84 2.26
H -0.2358 -0.0938 2.1470 -2.58 -2.09 2.15
C 1.9072 -1.7524 -0.1558 -0.98 1.58 -0.89
O 0.7848 -0.9810 -0.6634 0.46 0.85 2.08
H 2.2678 -1.3388 0.8798 -0.99 -1.58 -0.88
H 2.8748 -1.5544 -0.7022 -0.94 -0.57 -0.20
H 1.4471 -2.7681 -0.3585 1.78 0.39 1.31
O 0.4784 0.7424 -2.6350 -1.87 -0.23 2.13
H -0.4908 0.8169 -2.6264 0.03 0.51 -1.41
H 0.3802 0.1994 -1.7627 2.33 -0.35 -0.97
O -1.3563 1.5960 -0.4467 1.35 -3.70 3.28
H -0.7276 2.0879 -0.8661 2.10 2.41 -2.40
H -2.2331 1.7941 -0.5568 -3.12 1.41 -0.59
O -1.5209 -1.3811 2.4963 0.61 0.04 0.27
H -1.1864 -2.2364 2.2656 1.44 -0.77 -0.30
H -2.4178 -1.6537 2.4499 -1.95 0.66 0.08
O -2.7561 -0.9699 -0.8142 2.37 1.21 -0.11
H -1.9673 -1.5462 -0.8397 -0.60 -0.78 0.03
H -2.1463 -0.1759 -0.8768 -1.51 -0.68 0.09
O 2.1931 2.7189 0.4126 1.01 -0.42 -0.95
H 2.8083 2.4482 -0.2929 1.38 -0.29 1.12
H 1.5685 2.7812 -0.2895 -2.37 0.64 -0.29
```
Forces are in eV/Å.

natural (NBO) atomic charge list, values in e, 4 entries: atom 1 (O): -0.819, atom 2 (H): 0.556, atom 3 (H): 0.563, atom 4 (H): 0.538